# 1
C2H2N4 | the ωB97M-V functional and the def2-TZVPD basis

```
8
Properties=species:S:1:pos:R:3:forces:R:3:lowdin_charge:R:1
C -0.16591 1.29020 0.04557 0.736 -2.667 0.833 -0.108
C -1.26547 0.34342 0.00625 -0.296 5.962 -0.399 -0.168
N -1.07335 -0.90249 -0.09518 2.430 -2.256 0.964 0.036
N 0.25433 -1.33398 0.13239 0.894 2.080 -1.453 0.018
N 1.32410 -0.46701 -0.02169 -4.175 -1.756 0.406 0.003
N 1.05426 0.83719 -0.10480 0.773 -0.081 0.009 -0.011
H -0.09215 2.29936 0.38184 -1.146 0.876 -0.408 0.098
H -2.23491 0.96291 -0.06787 0.783 -2.158 0.049 0.132
```
Positions in Å, forces in eV/Å.

The SMILES is c1cnnnn1. Its electronic energy is -296.29163 Ha. As for the largest force on an atom: 6.0 eV/Å. The energy above the lowest of the compared OMol25 structures with the same formula, charge and spin is 3.6261 eV. The gap between HOMO and LUMO comes out at 9.15 eV.



# 2
C13H19Cl4N3O3Zn | the ωB97M-V functional and the def2-TZVPD basis

```
43
Properties=species:S:1:pos:R:3:forces:R:3:lowdin_charge:R:1
Zn 0.05160 -0.18510 0.22173 -0.029 0.115 0.255 0.741
Cl 3.97443 -3.43173 -3.97924 -0.028 0.018 0.027 0.643
C 2.63789 -2.97102 -2.98350 -0.033 -0.004 0.008 -0.718
C 1.47014 -3.71852 -2.98621 0.013 0.042 0.018 -0.719
Cl 1.33020 -5.11983 -3.98789 0.004 0.010 0.012 0.644
C 0.39663 -3.32933 -2.17553 0.022 -0.024 -0.028 -0.622
Cl -1.08041 -4.23264 -2.16045 0.031 0.002 -0.015 0.678
C 0.47085 -2.20784 -1.35954 -0.127 0.134 0.125 -0.393
O -0.54521 -1.82143 -0.58447 0.179 -0.177 -0.240 -0.210
C 1.67521 -1.43577 -1.35993 -0.026 0.136 0.095 -0.386
O 1.75680 -0.34798 -0.58634 0.017 -0.187 -0.186 -0.219
C 2.72886 -1.83368 -2.17142 0.006 -0.037 -0.035 -0.620
Cl 4.16540 -0.86798 -2.14775 -0.003 -0.027 -0.026 0.681
C 1.01915 2.80350 3.62092 -0.029 -0.013 -0.023 -0.037
N -0.02771 2.08851 2.89447 0.032 0.007 -0.044 -0.151
C -0.26993 2.60806 1.55708 0.030 -0.039 0.061 -0.057
C -0.23623 0.75983 3.12485 0.062 0.091 -0.003 -0.413
N -0.44490 -0.05942 2.13208 -0.038 -0.071 -0.136 0.107
N -0.21434 0.34342 4.42191 0.048 -0.007 0.020 -0.157
C -0.75887 1.15978 5.49823 -0.005 -0.021 -0.007 -0.047
C -0.09520 -1.07360 4.71852 -0.053 0.029 0.010 -0.045
H 1.91890 2.87821 3.00315 -0.010 0.000 -0.009 0.101
H 1.27969 2.28605 4.53781 0.003 -0.007 -0.017 0.079
H 0.68202 3.81120 3.86578 -0.009 -0.006 0.006 0.095
H -0.36502 3.69080 1.62370 0.009 0.013 -0.002 0.098
H -1.19029 2.20180 1.14794 -0.014 0.006 0.013 0.079
H 0.55578 2.38186 0.86973 0.008 0.019 0.021 0.086
H -0.74888 -0.97697 2.43093 -0.085 0.050 0.054 0.072
H -1.03903 2.13939 5.12412 -0.002 -0.003 -0.005 0.088
H -0.03338 1.27918 6.30575 0.003 -0.001 -0.021 0.093
H -1.65200 0.68091 5.90829 0.004 -0.009 -0.007 0.095
H -1.06146 -1.58962 4.68679 0.002 0.007 -0.005 0.099
H 0.31367 -1.18338 5.72188 -0.004 0.004 0.001 0.094
H 0.58952 -1.55038 4.02036 0.018 0.002 -0.002 0.098
C 0.47422 2.19043 -2.26480 -0.008 0.075 0.064 -0.073
C -0.73722 1.30756 -2.42757 0.169 -0.025 0.041 -0.245
O -1.23501 0.95488 -1.11003 -0.133 -0.003 0.115 -0.128
H 0.87345 2.43909 -3.24844 0.017 0.014 0.018 0.087
H 1.25182 1.67467 -1.69809 0.001 -0.020 -0.081 0.060
H 0.21113 3.12204 -1.75753 -0.013 -0.021 -0.035 0.077
H -0.48467 0.39283 -2.96628 0.028 -0.037 0.031 0.124
H -1.53361 1.82584 -2.96120 -0.066 -0.010 -0.015 0.116
H -1.86692 0.23016 -1.22241 0.010 -0.025 -0.056 0.103
```
Positions in Å, forces in eV/Å.

Its electronic energy is -4516.90613 Ha. As for the largest force on an atom: 0.3 eV/Å. The gap between HOMO and LUMO comes out at 6.74 eV.



# 3
C16H27N2O4 | the ωB97M-V functional and the def2-TZVPD basis

```
49
Properties=species:S:1:pos:R:3:forces:R:3:lowdin_charge:R:1
O 3.07136 -1.16877 -2.68942 -0.266 -0.222 -0.048 -0.062
C 3.00369 -1.86540 -1.43894 -0.298 0.954 -0.567 -0.231
C 2.31957 -0.96841 -0.41120 0.402 -0.609 0.484 -0.185
C 2.16971 -1.63969 0.97449 0.157 1.214 -0.595 -0.124
C 0.97004 -1.17682 1.79214 -0.331 -2.001 0.132 -0.207
N 0.94505 0.26283 2.26849 0.506 -1.071 0.395 0.156
C 0.05922 0.93754 1.30338 -1.001 1.163 -0.872 -0.207
C -0.18377 2.41656 1.48973 -0.566 -0.213 0.389 -0.247
C 0.64695 3.21798 2.22189 1.604 -0.874 1.022 -0.039
C 0.42773 4.55986 2.39365 -0.267 0.404 -0.213 -0.037
C -0.67333 5.07058 1.74736 0.519 0.466 0.473 -0.041
C -1.43527 4.20488 1.00454 -1.389 0.555 -0.876 -0.119
N -1.24878 2.90440 0.86332 0.220 -0.326 0.014 0.139
C -1.15371 0.01650 1.16139 1.119 -0.767 -0.723 -0.043
C -0.47758 -1.40960 1.25127 -0.879 0.529 -0.053 -0.167
C -0.64197 -2.20187 -0.06113 1.329 -0.394 0.291 -0.181
O -1.85410 -2.89338 -0.13481 -0.135 0.487 -0.181 -0.056
C -2.85080 -2.19593 -0.86294 -0.623 -0.663 0.286 -0.229
O -2.51730 -2.05291 -2.20543 0.033 0.767 0.730 -0.070
C -2.48790 -0.72380 -2.70110 0.255 -0.058 -1.536 -0.168
C -1.07397 -0.33958 -3.23952 -0.168 -0.512 1.030 -0.221
O -0.42311 -1.51617 -3.67759 0.031 0.166 -0.069 -0.043
H 2.93856 -0.22719 -2.54702 0.169 0.027 0.000 0.080
H 4.02679 -2.12173 -1.15809 -0.157 -0.299 0.250 0.129
H 2.37644 -2.73912 -1.62696 0.309 -0.242 0.201 0.126
H 1.34187 -0.70492 -0.81579 0.099 0.162 -0.042 0.082
H 2.94204 -0.07620 -0.28092 -0.246 0.175 -0.184 0.126
H 3.07623 -1.42039 1.54773 -0.021 -0.236 0.077 0.128
H 2.11321 -2.72404 0.88108 -0.135 0.013 0.060 0.130
H 1.01255 -1.82342 2.67147 0.196 0.502 0.337 0.154
H 1.87339 0.66448 2.40775 0.001 0.038 -0.338 0.182
H 0.54655 0.15402 3.20444 -0.298 0.765 -0.067 0.201
H 0.54357 0.89595 0.32380 0.451 -0.348 0.259 0.155
H 1.51379 2.77527 2.70904 -0.006 0.090 0.002 0.107
H 1.08759 5.18026 2.98049 0.048 -0.032 0.068 0.123
H -0.92139 6.11735 1.82375 -0.141 0.042 -0.112 0.118
H -2.28519 4.62941 0.47568 -0.027 -0.227 -0.006 0.121
H -1.44266 0.14218 0.12127 -0.529 0.145 0.147 0.099
H -2.01724 0.18755 1.79819 0.234 0.148 0.262 0.137
H -0.97546 -2.03437 1.99512 -0.151 0.184 0.007 0.151
H -0.45190 -1.57296 -0.93516 -0.329 -0.036 -0.051 0.102
H 0.14601 -2.96356 -0.07816 -0.121 -0.052 -0.094 0.135
H -3.08371 -1.25192 -0.35422 0.138 0.195 -0.332 0.123
H -3.74131 -2.82318 -0.79112 0.136 -0.127 0.065 0.146
H -3.14867 -0.70482 -3.57233 -0.117 -0.056 0.117 0.127
H -2.88104 0.01942 -2.00227 0.164 -0.086 0.173 0.119
H -1.16659 0.38279 -4.05258 -0.048 0.080 0.076 0.120
H -0.49864 0.11506 -2.41747 0.021 0.162 -0.150 0.094
H 0.48347 -1.51471 -3.35725 0.106 0.018 -0.239 0.066
```
Positions in Å, forces in eV/Å.

The SMILES is OCCC[C@H]1[NH2+][C@H](c2ccccn2)C[C@H]1COCOCCO. Its electronic energy is -1036.02794 Ha. The charge is +1. As for the largest force on an atom: 2.1 eV/Å. The energy above the lowest of the compared OMol25 structures with the same formula, charge and spin is 1.5174 eV. The gap between HOMO and LUMO comes out at 9.23 eV.



# 4
C5H6LiO4Sr | the ωB97M-V functional and the def2-TZVPD basis

```
17
Properties=species:S:1:pos:R:3:forces:R:3:lowdin_charge:R:1
O 3.08975 -1.59173 -0.16544 0.270 -0.226 -0.091 0.014
C 2.33532 -0.67396 -0.38882 0.246 0.658 0.358 -0.633
O 2.43141 0.54526 -0.43165 0.073 0.228 -0.038 -0.196
O 0.92493 -1.17904 -0.52735 -0.789 -0.041 -0.060 0.178
C -0.02957 -0.36549 -0.69027 0.620 0.210 0.560 0.001
C -1.40787 -0.77797 -0.55692 -1.102 0.396 0.251 -0.045
Li 4.83226 -1.97606 0.33138 -0.144 -0.182 -0.080 0.831
H 0.23035 0.68564 -0.88469 0.000 -0.303 0.049 0.166
H -1.49944 -1.86466 -0.45849 -0.045 0.301 0.157 0.146
H -1.87291 -0.46839 -1.51471 -0.031 -0.040 0.281 0.163
Sr 3.65595 2.56560 0.54613 -0.117 -0.071 -0.090 1.235
C -2.19805 0.02794 0.64351 0.102 -1.020 -0.479 -0.064
C -1.86188 1.48624 0.68441 0.912 0.806 -0.182 -0.271
O -1.08190 1.96964 1.47552 -0.412 -0.447 -0.461 0.062
H -1.97775 -0.43228 1.61379 0.134 0.031 -0.327 0.133
H -2.29262 2.11517 -0.12529 -0.126 -0.075 0.273 0.145
H -3.27798 -0.06588 0.44888 0.411 -0.226 -0.122 0.135
```
Positions in Å, forces in eV/Å.

Its electronic energy is -532.75180 Ha. The charge is +2. The spin multiplicity is 2. As for the largest force on an atom: 1.2 eV/Å. The expectation value of S² is 0.75. The energy above the lowest of the compared OMol25 structures with the same formula, charge and spin is 0.0000 eV. The gap between HOMO and LUMO (spin up / spin down) comes out at 3.94 / 8.13 eV.



# 5
C32H34CaF9N4O8Sb | the ωB97M-V functional and the def2-TZVPD basis

```
89
Properties=species:S:1:pos:R:3:forces:R:3:lowdin_charge:R:1
Ca 10.14477 11.01339 11.30958 0.294 -0.180 -0.415 1.482
C 5.55651 11.40966 14.60798 -0.707 0.787 -0.805 -0.086
C 6.84970 10.68488 14.20020 0.035 0.652 -0.034 -0.180
C 8.02595 11.12732 15.03880 -0.475 0.090 0.851 -0.180
C 8.00720 10.66568 16.33900 0.747 0.245 0.830 -0.065
C 8.98869 10.95473 17.27386 1.676 0.417 -0.666 -0.068
C 10.07960 11.75651 16.85960 -1.405 -0.460 -1.269 -0.029
C 10.12507 12.25339 15.53764 1.341 -0.963 1.611 -0.173
C 11.37658 13.05085 15.17518 -1.170 1.325 -0.461 -0.162
C 10.80283 14.47088 15.01982 0.858 2.064 -0.361 -0.116
C 9.06991 11.95462 14.67544 0.327 0.597 -2.476 -0.165
N 9.09601 12.34434 13.26044 -0.252 0.361 0.926 0.041
C 8.27117 13.26186 12.86652 0.335 -0.848 1.101 -0.121
C 8.07621 13.55613 11.49634 -0.866 1.135 0.245 -0.418
C 7.24853 14.55287 10.97687 0.429 -0.253 -1.066 -0.070
C 7.43326 14.49782 9.55803 0.204 0.049 2.334 -0.134
C 8.37289 13.50642 9.35450 0.499 -0.737 -0.251 -0.200
N 8.74178 12.91097 10.54389 0.885 -0.555 -2.536 -0.056
H 4.64532 11.08094 14.06233 0.733 0.134 -0.056 0.079
H 5.59509 12.50901 14.57702 0.270 -0.171 -0.637 0.067
H 5.29380 11.28223 15.63640 0.194 -0.679 0.943 0.049
H 7.09701 10.70557 13.13506 -0.363 0.232 0.130 0.105
H 6.67560 9.65843 14.45556 0.017 -0.748 -0.025 0.088
H 7.19694 10.04617 16.59553 -0.864 -0.897 0.503 0.098
H 9.12328 10.42999 18.21449 -0.634 0.136 0.082 0.094
H 10.93574 11.93628 17.47904 0.184 -0.009 0.399 0.094
H 11.84923 12.74859 14.25340 -0.115 -0.481 -0.350 0.093
H 12.18074 13.07901 15.94097 -0.805 -0.393 -0.190 0.115
H 9.88107 14.59175 14.46340 -0.060 -0.686 -0.431 0.045
H 11.44875 15.29406 14.59340 -0.024 -1.109 0.250 0.080
H 10.51905 14.86941 15.97669 -0.036 0.042 0.875 0.055
H 7.65806 13.82752 13.58812 0.130 -0.164 -0.099 0.134
H 6.69651 15.24798 11.56618 -0.484 0.351 0.173 0.071
H 7.05166 15.19518 8.87107 -0.492 0.523 -0.909 0.053
H 8.77716 13.25450 8.34617 -0.135 -0.216 1.205 0.102
O 12.58354 9.28147 14.47437 0.757 -0.019 0.151 -0.012
C 11.61622 9.50848 13.74921 0.193 -0.400 0.760 -0.652
O 11.52740 10.46378 12.94671 -0.240 0.785 -0.980 -0.180
C 10.41775 8.59122 13.97747 1.535 0.271 2.470 -0.025
C 10.48009 8.01469 15.27335 0.299 0.026 -2.360 0.073
C 9.48492 7.14561 15.61692 -2.511 -0.828 -0.624 -0.162
C 8.35895 6.92151 14.77427 0.572 -0.025 1.355 0.085
C 8.27346 7.57585 13.56943 0.844 0.358 0.741 -0.095
C 9.33034 8.46677 13.10513 -1.247 -0.157 -0.580 -0.317
O 9.21623 9.07057 12.00070 0.478 0.084 0.034 -0.161
N 7.04417 7.51908 12.88195 -2.168 -0.518 -1.271 -0.331
O 6.19680 6.66117 13.21019 0.873 0.511 0.037 0.011
O 6.80283 8.31504 11.97511 0.147 -0.480 0.720 0.033
N 9.47008 6.42510 16.86204 0.766 -0.266 -0.133 -0.376
O 8.51067 5.72109 17.12800 -0.390 -0.136 0.321 0.023
O 10.46549 6.48196 17.56972 0.005 0.235 0.211 0.042
H 11.38632 8.13237 15.85455 -0.259 0.274 -0.030 0.127
H 7.56291 6.28622 15.18618 0.384 0.420 -0.615 0.128
C 7.65820 7.94492 5.57204 -0.667 -0.101 -0.291 -0.186
C 6.30352 7.15590 5.74740 0.117 -0.503 -0.932 -0.494
Sb 5.30373 7.36552 7.66530 0.240 0.084 0.921 1.300
C 7.08184 6.99242 8.88562 0.525 0.255 -0.003 -0.446
C 7.63920 5.62548 8.53215 -1.402 -0.908 1.690 -0.224
C 5.33768 9.54027 7.85988 -0.353 -0.281 0.502 -0.446
C 6.20070 10.10440 8.99953 0.834 -3.020 0.205 -0.171
H 8.06238 7.82060 4.55883 -0.258 -0.002 -0.042 0.050
H 8.49587 7.58329 6.21296 -0.982 0.514 -0.041 0.050
H 7.44956 9.04930 5.67789 0.523 -1.162 0.258 0.069
H 6.37278 6.03637 5.56538 0.392 1.165 0.383 0.036
H 5.53420 7.42313 4.96055 0.845 0.200 0.791 0.033
H 6.99567 7.09375 9.97831 -0.582 0.186 -0.500 0.039
H 7.84898 7.73238 8.58662 -0.433 -0.212 0.106 0.031
H 6.87950 4.80324 8.64036 0.466 0.627 0.390 0.066
H 8.49612 5.37472 9.18259 -0.092 0.028 -0.781 0.079
H 7.77747 5.62537 7.49710 1.277 -0.239 -1.669 0.005
H 4.27565 9.86516 7.88942 0.702 -0.012 -0.019 0.030
H 5.78706 9.83613 6.92842 -0.047 0.430 -0.559 0.008
H 5.88694 9.86722 10.01613 -0.502 0.125 -0.095 0.062
H 6.38961 11.11120 8.89364 0.096 2.447 -0.137 0.022
H 7.21374 9.62894 8.98248 -0.681 0.367 -0.224 0.062
F 12.56195 10.09733 6.05134 0.372 -0.211 0.185 0.127
C 12.32303 10.72328 7.23079 -1.444 -1.076 0.005 -0.560
F 13.36203 11.47690 7.51248 0.746 0.691 -0.043 0.178
F 11.27884 11.51474 6.98011 -0.162 0.362 0.177 0.148
C 12.00318 9.75983 8.46547 -0.017 -0.113 -0.528 -0.357
O 11.36466 10.40892 9.42420 0.105 -0.112 -0.064 -0.235
C 11.10991 8.52532 7.99118 0.273 -0.115 -1.483 -0.491
F 10.77959 7.69656 8.96554 -0.305 0.386 0.366 0.171
F 9.98382 9.02311 7.42017 0.235 -0.128 0.532 0.120
F 11.63994 7.69560 7.01156 0.176 0.787 0.595 0.092
C 13.39490 9.21988 8.95262 0.397 0.745 0.817 -0.553
F 14.04902 10.18518 9.64289 -0.248 -0.229 -0.238 0.136
F 14.28199 8.76831 8.04092 -0.347 0.135 -0.600 0.137
F 13.19486 8.22369 9.78865 -0.106 -0.835 0.700 0.179
```
Positions in Å, forces in eV/Å.

Its electronic energy is -3877.46105 Ha. The charge is -2. As for the largest force on an atom: 3.1 eV/Å. The energy above the lowest of the compared OMol25 structures with the same formula, charge and spin is 0.0000 eV. The gap between HOMO and LUMO comes out at 7.34 eV.